ORCA calculation (ωB97M-V with the def2-TZVPD basis set) on a molecular structure, C26H27N8O4OsS.

- Charge: +1
- Strongest force on any atom: 0.007 Eh/bohr
- Energy: -2234.70081 hartree
- Molecular weight: 737.9 g mol⁻¹
- Gap between HOMO and LUMO: 0.291 hartree

Last column: Mulliken charge in e.
CARTESIAN COORDINATES (ANGSTROEM)
Os1 -0.607 0.943 0.090  2.95
N1 0.567 4.384 2.264  0.09
C1 0.694 3.069 2.103  -0.73
N2 -0.059 2.723 1.079  -0.04
C2 -0.635 3.881 0.653  0.35
N3 -0.266 4.922 1.351  -0.79
C3 -1.520 3.822 -0.501  0.41
C4 -2.156 4.913 -1.070  -0.53
N4 -2.941 4.775 -2.130  -0.57
C5 -3.085 3.549 -2.619  -0.47
C6 -2.454 2.447 -2.058  -0.20
N5 -1.676 2.586 -0.991  0.17
H1 1.016 4.974 2.946  0.22
H2 1.332 2.421 2.681  0.59
H3 -2.020 5.905 -0.659  0.48
H4 -3.726 3.430 -3.483  0.41
H5 -2.572 1.454 -2.468  0.37
C7 -1.344 -3.377 2.090  -1.39
N6 -2.163 -2.420 1.347  0.32
C8 -3.113 -1.681 2.173  -1.14
C9 -1.946 -2.147 0.063  0.51
S1 -2.236 -0.547 -0.629  -0.61
N7 -1.554 -3.107 -0.768  0.32
C10 -0.972 -2.856 -2.085  -0.99
C11 -1.816 -4.523 -0.507  -1.16
H6 -1.046 -2.890 3.017  0.48
H7 -0.442 -3.602 1.530  0.41
H8 -1.889 -4.291 2.329  0.35
H9 -3.792 -2.397 2.639  0.39
H10 -3.688 -0.994 1.561  0.41
H11 -2.582 -1.132 2.945  0.27
H12 -0.654 -1.824 -2.178  0.29
H13 -1.706 -3.078 -2.861  0.34
H14 -0.115 -3.517 -2.207  0.39
H15 -2.619 -4.629 0.215  0.39
H16 -0.927 -5.042 -0.149  0.35
H17 -2.130 -4.977 -1.446  0.39
C12 2.214 -2.502 2.197  -0.66
C13 2.012 -2.487 0.826  -1.25
C14 1.159 -1.547 0.257  0.19
C15 0.488 -0.585 1.019  0.91
C16 0.706 -0.627 2.403  -0.25
C17 1.552 -1.568 2.981  -0.97
H18 2.882 -3.225 2.647  0.41
H19 2.524 -3.204 0.194  0.47
H20 1.036 -1.562 -0.823  0.39
H21 0.209 0.086 3.050  0.29
H22 1.705 -1.558 4.054  0.44
O1 3.093 1.794 0.980  -0.61
C18 2.691 1.462 -0.101  -0.13
N8 1.350 1.370 -0.495  0.03
C19 1.254 0.861 -1.709  0.03
O2 0.079 0.541 -2.017  -0.82
C20 2.584 0.689 -2.326  0.38
C21 3.013 0.263 -3.564  -0.48
C22 4.391 0.209 -3.771  -0.60
C23 5.285 0.567 -2.769  -0.52
C24 4.839 0.998 -1.518  -0.63
C25 3.480 1.051 -1.320  0.24
H23 2.315 -0.014 -4.343  0.56
H24 4.772 -0.118 -4.729  0.43
H25 6.347 0.510 -2.964  0.42
H26 5.530 1.275 -0.733  0.52
O3 -3.312 2.230 1.257  -0.50
C26 -2.703 1.569 2.068  -0.23
O4 -1.596 0.893 1.877  -0.49
H27 -3.055 1.461 3.107  0.38